Density functional theory data (the ωB97M-V functional and the def2-TZVPD basis) for a structure of composition C12H19NPdSSi at a distorted geometry.

Positions of all 35 atoms, in Å:
Pd  0.10374  0.01063  -0.10050
C  -1.04139  -2.80105  1.97121
C  -0.99173  -1.31014  1.83429
C  -1.97946  -0.62628  1.10182
C  -2.05780  0.77154  1.15734
C  -1.15560  1.49846  1.93997
C  -0.12414  0.83326  2.59672
C  -0.03673  -0.55779  2.53531
H  -1.74591  -3.05775  2.76467
H  -0.06720  -3.20023  2.23664
H  -1.37700  -3.27352  1.05143
H  -2.74185  -1.19178  0.57328
H  -2.88293  1.28374  0.67212
H  -1.27864  2.56698  2.05334
H  0.57939  1.38768  3.20317
H  0.73259  -1.07355  3.09611
S  3.53577  -2.64405  -1.46563
C  2.15291  -2.18240  -0.81981
N  1.12681  -1.91825  -0.31195
C  -0.84393  2.43570  -1.86903
Si  0.89394  1.64884  -2.14027
C  0.51745  -0.02930  -3.01657
C  1.97273  2.72472  -3.30291
C  1.71881  1.41954  -0.46238
H  -1.28617  2.75635  -2.80576
H  -0.80887  3.29350  -1.20576
H  -1.51502  1.69548  -1.42301
H  0.03383  0.13289  -3.97498
H  -0.16439  -0.65210  -2.41126
H  1.42703  -0.60206  -3.18060
H  1.49772  2.87600  -4.26451
H  2.93047  2.24772  -3.47482
H  2.16031  3.69774  -2.86373
H  1.62832  2.22017  0.27147
H  2.68843  0.93105  -0.42662

Charge = 0
Lowest unoccupied orbital energy (alpha / beta) = -1.470 / -1.452 eV
Relative energy (zero: lowest compared OMol25 entry of this formula, charge and spin) = 21.8 kcal/mol
HOMO-LUMO gap (alpha / beta) = 0.23242 / 0.23303 Ha